Molecular formula: C3H10N2O3
Method: DFT, wB97M-V/def2-TZVPD

Atoms and positions in Å:
N 0.65701 -2.33526 -0.91319
C 0.65558 -1.88724 0.50759
C -0.33355 -0.72872 0.90165
N 0.31430 0.34293 1.65328
C -0.22473 1.60775 1.66824
O 0.22696 2.51674 2.35023
O -1.08046 1.83733 0.68336
H 0.03084 -1.72070 -1.39753
H 0.62455 -3.33530 -0.94421
H 0.40904 -2.67718 1.17553
H 1.73835 -1.50511 0.59103
H -1.07414 -1.23180 1.56168
H -0.76414 -0.11643 0.12056
H 1.20278 0.15982 2.11974
H -1.56121 2.66638 0.90462
O -0.33542 1.77527 -3.53819
H 0.46953 2.12300 -3.93391
H -0.95528 2.50852 -3.51048

Forces on the atoms, in the same order (eV/Å):
0.103 1.052 1.842
1.866 2.163 -1.366
0.628 -0.545 0.594
-0.171 -0.067 0.195
3.403 0.496 0.675
-0.736 -0.608 0.164
-2.019 0.396 -0.239
-0.444 -0.867 -0.863
-0.785 -0.044 -0.783
0.398 -0.838 0.497
-1.504 -0.499 0.959
-0.107 0.616 -0.678
-0.541 -1.140 -0.796
-0.750 0.496 0.027
0.660 -0.586 -0.243
0.017 -0.147 0.021
-0.065 0.051 0.022
0.045 0.071 -0.027

Summary:
* spin multiplicity: 1
* SMILES: NCCNC(=O)O.O
* HOMO: -9.067 eV

Results of the Löwdin charge analysis, in e, for atoms 1 through 8: number 1, N, carries -0.012; number 2, C, carries -0.238; number 3, C, carries -0.165; number 4, N, carries 0.057; number 5, C, carries -0.626; number 6, O, carries 0.055; number 7, O, carries 0.099; number 8, H, carries 0.053

=====

Molecular formula: C3H10N2O4
Method: DFT, wB97M-V/def2-TZVPD

Atoms and positions in Å:
C -0.51464 0.47086 0.63777
C 0.44394 0.03930 -0.50616
C 0.37115 -1.48813 -0.71563
N -0.17809 1.63837 1.22966
N 1.79447 0.48214 -0.22675
O -0.96630 -0.47784 1.50178
O -2.09406 0.60397 -0.19914
O 0.03581 0.65426 -1.70068
O 0.99368 -2.19145 0.34153
H -1.94634 -0.38027 1.31560
H -2.18487 0.21745 -1.07972
H -0.46379 1.48261 -1.57247
H 0.42991 -2.08604 1.11993
H 0.26146 2.32505 0.63083
H -0.79619 1.97263 1.95482
H 2.43397 0.09661 -0.91376
H 2.12148 0.14809 0.67406
H 0.92943 -1.72068 -1.62348
H -0.67103 -1.78692 -0.86818

Forces on the atoms, in the same order (eV/Å):
-1.420 -0.077 -1.674
-0.098 -0.013 0.096
-0.099 0.266 -0.080
-0.078 0.228 -0.161
0.169 0.285 0.430
-0.920 -0.055 0.367
1.163 0.571 1.127
-0.046 0.059 -0.845
-0.204 0.092 0.011
0.913 -0.555 0.248
0.488 -0.108 0.169
0.362 -0.662 0.318
0.015 -0.034 -0.074
0.002 -0.045 0.271
0.046 0.026 -0.139
-0.170 0.043 -0.119
-0.145 -0.026 0.004
-0.030 0.055 -0.017
0.054 -0.051 0.068

Summary:
* spin multiplicity: 1
* HOMO: -9.832 eV

Results of the Löwdin charge analysis, in e, for atoms 1 through 8: number 1, C, carries -0.456; number 2, C, carries -0.530; number 3, C, carries -0.176; number 4, N, carries 0.181; number 5, N, carries 0.109; number 6, O, carries 0.020; number 7, O, carries -0.155; number 8, O, carries 0.003

=====

Molecular formula: C3H10N2OS
Method: DFT, wB97M-V/def2-TZVPD

Atoms and positions in Å:
N -1.12718 1.36679 2.14574
C -1.10109 1.93744 0.83968
N -1.72936 3.22215 0.73143
O -0.56025 1.40397 -0.09228
H -1.29018 0.36879 2.05236
H -0.20086 1.44198 2.55589
H -0.99307 3.89539 0.52286
H -2.30287 3.20786 -0.10753
C 1.76493 -0.77155 -0.17559
S 0.78660 -1.62238 -1.42968
C 0.73889 -3.26714 -0.68292
H 2.63653 -1.36189 0.10726
H 1.12884 -0.55308 0.67594
H 2.05397 0.17965 -0.61706
H 0.06790 -3.89164 -1.27049
H 1.73237 -3.72535 -0.69841
H 0.40935 -3.19325 0.35140

Forces on the atoms, in the same order (eV/Å):
-0.265 -0.163 0.222
0.609 0.118 -0.298
-0.038 0.121 0.143
-0.376 -0.195 -0.080
0.130 -0.024 -0.145
-0.051 0.226 0.120
-0.095 0.004 0.101
0.073 -0.034 -0.052
-0.289 -0.008 -0.228
0.019 -0.178 -0.100
0.408 0.091 -0.051
0.007 0.116 -0.033
0.085 -0.044 0.234
0.164 -0.028 0.058
-0.080 0.067 0.119
-0.101 0.050 -0.005
-0.199 -0.121 -0.005

Summary:
* spin multiplicity: 1
* SMILES: NC(N)=O.CSC
* HOMO: -8.249 eV

Results of the Löwdin charge analysis, in e, for atoms 1 through 8: number 1, N, carries 0.095; number 2, C, carries -0.579; number 3, N, carries 0.087; number 4, O, carries 0.077; number 5, H, carries 0.082; number 6, H, carries 0.086; number 7, H, carries 0.085; number 8, H, carries 0.082

=====

Molecular formula: C3H10N2P
Method: DFT, wB97M-V/def2-TZVPD

Atoms and positions in Å:
C 1.04427 -0.38279 -0.12961
C 2.15959 0.57217 -0.24942
C -2.53543 0.66259 0.41793
N 1.30732 -1.58468 0.41671
N -0.15600 0.08713 -0.43712
P -1.67201 -0.76305 -0.37380
H 1.97293 1.39616 -0.88015
H 2.98813 0.18777 -0.63049
H 2.55332 0.67372 0.81208
H -2.16661 0.72062 1.52168
H -3.61211 0.51473 0.68989
H -2.42604 1.64929 -0.03198
H 2.20569 -2.04232 0.44787
H 0.60950 -2.17282 0.81193
H -0.40875 1.14502 -0.56487
H -1.86380 -0.66353 -1.82067

Forces on the atoms, in the same order (eV/Å):
4.942 1.288 -1.399
-1.545 -0.097 3.591
-0.972 -0.511 2.568
-0.801 -2.007 0.847
-6.164 2.003 -0.663
0.485 1.433 -0.459
-0.480 1.423 0.070
3.613 -2.304 -2.313
-0.579 1.372 -0.814
0.094 -0.149 -1.965
0.597 -0.133 -1.004
0.075 -0.120 -0.267
0.290 0.569 -0.426
-0.784 -0.166 0.512
1.612 -2.302 0.973
-0.383 -0.299 0.748

Summary:
* ⟨S²⟩: 2.009
* spin multiplicity: 3
* net charge: +1
* HOMO (alpha / beta): -9.645 / -14.601 eV

Results of the Löwdin charge analysis, in e, for atoms 1 through 8: number 1, C, carries -0.520; number 2, C, carries -0.029; number 3, C, carries -0.319; number 4, N, carries 0.213; number 5, N, carries -0.155; number 6, P, carries 0.977; number 7, H, carries 0.080; number 8, H, carries 0.027

=====

Molecular formula: C3H10N2S
Method: DFT, wB97M-V/def2-TZVPD

Atoms and positions in Å:
C 3.59176 -0.70577 -0.13248
C 2.09347 -0.43057 -0.30947
S 1.19061 0.04736 1.15928
H 3.76401 -1.43694 0.65864
H 4.10102 0.22596 0.12039
H 4.02632 -1.06198 -1.06950
H 1.70841 -1.26256 -0.92160
H 2.01430 0.31936 -1.11541
N -3.76912 0.64733 -0.45384
C -2.92348 0.81382 0.56581
N -1.83339 0.15858 0.66397
H -3.43785 0.19959 -1.30226
H -4.65580 1.12757 -0.52997
H -3.25633 1.56654 1.26426
H -1.14216 0.31029 1.40810
H -1.47177 -0.51858 -0.00591

Forces on the atoms, in the same order (eV/Å):
-0.266 0.371 0.207
0.422 -0.101 -2.044
-0.354 -0.075 0.414
0.051 0.023 -0.029
0.070 -0.080 0.212
-0.004 -0.125 -0.011
-0.380 -0.468 0.855
0.109 0.482 0.502
0.016 -0.084 -0.794
-1.172 0.096 -0.988
0.357 -0.123 0.767
-0.230 -0.081 0.312
0.421 0.067 0.236
0.446 -0.194 0.579
0.584 0.070 -0.274
-0.070 0.221 0.055

Summary:
* spin multiplicity: 1
* HOMO: -5.863 eV

Results of the Löwdin charge analysis, in e, for atoms 1 through 8: number 1, C, carries -0.224; number 2, C, carries -0.869; number 3, S, carries 0.254; number 4, H, carries 0.052; number 5, H, carries 0.054; number 6, H, carries 0.055; number 7, H, carries 0.033; number 8, H, carries 0.031

=====

Molecular formula: C3H10N2S
Method: DFT, wB97M-V/def2-TZVPD

Atoms and positions in Å:
N 1.67733 -0.15273 -0.00159
C 0.36177 -0.77371 0.14776
C -0.28963 -0.45591 1.60129
S -2.11254 -0.44660 1.33064
C -0.39501 -0.30109 -1.09902
N 0.47463 -0.56766 -2.24176
H -1.27266 3.58002 1.40306
H -1.35552 2.86677 1.30985
H 2.41332 -0.83841 0.30766
H 0.48162 -1.89349 0.09842
H 0.10378 0.53782 1.75859
H -0.08661 -1.15252 2.41550
H -1.34953 -0.72207 -1.04729
H -0.51845 0.81707 -1.04193
H 0.40505 -0.02292 -3.06439
H 1.46246 -0.47459 -1.87679

Forces on the atoms, in the same order (eV/Å):
-2.078 -1.970 1.799
4.121 -0.788 -2.984
-3.031 1.141 0.648
2.346 0.055 0.334
1.729 3.033 0.573
1.838 -1.893 1.121
0.105 0.695 0.091
-0.113 -0.716 -0.095
-0.829 0.729 0.098
-0.372 0.824 0.278
-0.255 0.146 0.524
0.639 -0.127 -0.671
-1.573 -1.053 -0.620
-0.218 -0.813 0.478
-0.645 0.769 -0.480
-1.667 -0.034 -1.093

Summary:
* spin multiplicity: 1
* HOMO: -8.392 eV

Results of the Löwdin charge analysis, in e, for atoms 1 through 8: number 1, N, carries 0.126; number 2, C, carries -0.473; number 3, C, carries -0.524; number 4, S, carries 0.568; number 5, C, carries -0.311; number 6, N, carries -0.014; number 7, H, carries 0.023; number 8, H, carries -0.002

=====

Molecular formula: C3H10N2S
Method: DFT, wB97M-V/def2-TZVPD

Atoms and positions in Å:
H 4.11169 0.91851 -1.88672
N 3.56624 0.16612 -2.29758
C 2.36428 0.35113 -1.87590
N 1.38351 -0.07756 -2.77773
H 1.94056 0.98245 -1.09177
H 0.46881 -0.11184 -2.36015
H 1.67282 -0.95190 -3.19962
C -2.08894 0.17179 2.98597
S -1.67526 1.03683 1.38259
C -1.44673 -0.46600 0.39230
H -1.58683 0.73502 3.77698
H -3.12768 0.19898 3.29294
H -1.65778 -0.81733 2.87853
H -0.66833 -0.85549 1.03950
H -1.00258 -0.09824 -0.52999
H -2.25378 -1.18248 0.27065

Forces on the atoms, in the same order (eV/Å):
0.764 -0.610 0.629
-0.768 1.193 1.176
0.223 0.083 -2.985
-0.252 -0.608 1.486
0.557 0.148 0.177
-0.318 -0.340 -0.106
-0.201 0.134 -0.382
0.754 1.281 -0.339
-1.417 -0.163 0.789
1.028 0.704 0.851
0.287 -0.242 -0.124
-0.313 -0.354 -0.599
-0.219 -0.169 0.388
0.303 -1.037 -0.710
-0.157 -0.410 -0.181
-0.270 0.390 -0.071

Summary:
* spin multiplicity: 1
* SMILES: [H]/N=C/N.CSC
* HOMO: -8.729 eV

Results of the Löwdin charge analysis, in e, for atoms 1 through 8: number 1, H, carries 0.026; number 2, N, carries 0.044; number 3, C, carries -0.361; number 4, N, carries 0.047; number 5, H, carries 0.112; number 6, H, carries 0.045; number 7, H, carries 0.087; number 8, C, carries -0.384

=====

Molecular formula: C3H10N2S
Method: DFT, wB97M-V/def2-TZVPD

Atoms and positions in Å:
H 2.12048 0.36110 -0.76054
N 2.22852 -0.63278 -0.93728
C 1.94060 -0.89126 -2.15460
N 1.83028 -2.21680 -2.52539
H 1.67084 -0.08821 -2.84050
H 1.72397 -2.84046 -1.74398
H 1.31901 -2.40029 -3.37793
C -2.02027 -0.54596 0.75027
C -1.48790 0.95050 0.50949
S -0.94250 1.60484 2.12933
H -2.72358 -0.66180 1.62409
H -1.15525 -1.19349 0.93652
H -2.40405 -0.84682 -0.22789
H -2.32841 1.52017 0.05390
H -0.75133 0.85345 -0.28522
H -2.04792 2.32977 2.25373

Forces on the atoms, in the same order (eV/Å):
0.401 0.050 -0.014
-0.243 0.200 -0.217
-0.509 -0.418 1.526
0.082 0.996 -0.989
0.121 -0.440 -0.550
-0.029 -0.151 -0.080
0.146 -0.220 0.339
0.644 1.069 -0.112
-1.751 -2.104 0.278
0.186 0.265 -0.855
0.524 0.324 -1.230
-0.117 0.158 0.142
-0.535 -0.331 0.328
0.651 -0.017 0.691
0.550 0.382 0.438
-0.121 0.236 0.305

Summary:
* spin multiplicity: 1
* SMILES: [H]/N=C/N.CCS
* HOMO: -8.937 eV

Results of the Löwdin charge analysis, in e, for atoms 1 through 8: number 1, H, carries 0.023; number 2, N, carries 0.041; number 3, C, carries -0.385; number 4, N, carries 0.055; number 5, H, carries 0.111; number 6, H, carries 0.085; number 7, H, carries 0.081; number 8, C, carries -0.190

=====

Molecular formula: C3H10N2S
Method: DFT, wB97M-V/def2-TZVPD

Atoms and positions in Å:
H -2.82431 2.38041 0.87353
N -2.09729 2.08487 0.38885
C -2.23352 0.79484 0.24228
N -2.28977 0.24220 -0.92594
H -2.48979 0.29054 1.18018
H -2.66734 0.76681 -1.68523
H -1.99743 -0.73114 -0.96853
C 1.26091 0.24171 -1.27341
C 1.40263 -1.05576 -0.57160
S 1.93630 -1.07165 1.16630
H 2.11516 0.81940 -0.97078
H 0.35070 0.78843 -1.05190
H 1.32644 0.09557 -2.38340
H 2.07828 -1.75297 -1.07328
H 0.41165 -1.55036 -0.63650
H 0.84512 -0.13447 1.43113

Forces on the atoms, in the same order (eV/Å):
-3.197 2.267 4.497
2.920 -2.488 -5.022
-0.871 3.894 3.329
1.168 -2.955 -1.137
0.093 -1.253 -0.415
0.492 0.157 -0.508
-0.630 0.304 -0.737
0.881 0.550 -1.155
-1.153 -2.195 -0.178
-2.296 2.111 0.022
0.325 0.807 -0.145
-0.065 0.004 0.201
-0.159 0.113 0.885
0.103 0.264 -0.097
0.502 -0.142 0.277
1.888 -1.440 0.182

Summary:
* spin multiplicity: 1
* SMILES: [H]/N=C/N.CCS
* HOMO: -8.598 eV

Results of the Löwdin charge analysis, in e, for atoms 1 through 8: number 1, H, carries -0.048; number 2, N, carries 0.053; number 3, C, carries -0.422; number 4, N, carries 0.107; number 5, H, carries 0.119; number 6, H, carries 0.111; number 7, H, carries 0.106; number 8, C, carries -0.192

=====

Molecular formula: C3H10N2S2
Method: DFT, wB97M-V/def2-TZVPD

Atoms and positions in Å:
C 2.57146 1.37164 0.53024
C -2.64508 0.21075 0.46050
C -0.68473 -1.71372 -0.50931
N -0.03394 0.70174 -0.82151
N 2.02478 -1.36794 0.12204
S 2.11499 -0.14775 -0.73369
S -0.71721 -0.12661 0.41050
H 3.62414 1.04906 0.70553
H 1.97392 1.33851 1.45595
H 2.56270 2.32560 -0.22077
H -2.91493 0.42750 1.47749
H -2.91366 1.11827 0.05081
H -3.15728 -0.66105 -0.13778
H -1.19353 -1.85294 -1.55451
H 0.36380 -1.76628 -0.55828
H -1.09353 -2.57392 0.01210
H 0.11809 1.66713 -0.68930

Forces on the atoms, in the same order (eV/Å):
0.715 0.240 -3.350
1.051 -2.952 -0.700
-2.407 -0.383 -1.132
-1.074 -1.462 -0.400
0.752 0.901 -1.240
0.881 -0.067 2.990
-2.143 0.186 -1.715
-0.715 0.592 0.130
0.073 0.261 -0.709
-0.129 -1.917 2.383
-0.187 -1.107 0.797
0.073 1.937 -1.810
0.878 1.709 1.685
0.895 1.498 1.781
1.164 -0.965 -0.485
0.174 0.227 0.867
-0.001 1.301 0.910

Summary:
* spin multiplicity: 1
* HOMO: -7.512 eV

Results of the Löwdin charge analysis, in e, for atoms 1 through 8: number 1, C, carries -0.302; number 2, C, carries -0.208; number 3, C, carries -0.304; number 4, N, carries -0.498; number 5, N, carries -0.511; number 6, S, carries 0.726; number 7, S, carries 0.884; number 8, H, carries 0.003

=====

The records above give, respectively, F_max values of 3.504 2.196 0.689 6.516 2.089 5.149 2.994 2.751 6.319 3.434 eV/Å.
The records above give, respectively, energy relative to the best compared isomer or geometry (same formula, charge and spin) values of 1.290 1.576 1.328 0.736 1.939 6.494 1.244 0.727 2.180 6.266 eV.